# 1
{
  "formula": "C4H5NO",
  "method": "ωB97M-V with the def2-TZVPD basis set",
  "molar_mass_g_mol": 83.09,
  "homo_energy_ev": -10.4,
  "total_energy_ha": -285.3729,
  "smiles": "N#CCCC=O",
  "max_force_ha_per_bohr": 0.045,
  "gap_ev": 10.65,
  "elements": ["H", "C", "C", "O", "H", "C", "C", "H", "N", "H", "H"],
  "coordinates": [[0.7482, -2.6345, -0.3002], [0.3399, -1.7179, 0.2192], [0.5861, -0.2463, -0.0941], [-0.0422, -1.8289, 1.3552], [-1.1350, 0.5871, 0.9886], [-0.4779, 1.9941, -0.4040], [-0.7076, 0.5944, -0.0241], [1.1258, -0.1698, -1.0233], [-0.3000, 3.0969, -0.7049], [1.2456, 0.1051, 0.7200], [-1.4609, 0.1673, -0.6906]],
  "forces_ev_per_angstrom": [[-0.6, 1.0, -0.4], [1.1, 0.8, 1.9], [0.3, -0.1, -0.5], [-0.9, -1.5, 0.4], [0.3, -0.2, -0.3], [0.1, 0.9, -0.3], [0.0, -0.2, -0.2], [0.0, 0.5, -0.5], [-0.1, -1.1, 0.3], [-0.1, -0.3, -0.5], [0.0, 0.2, 0.0]]
}

***

# 2
{
  "formula": "C42H43F3N2O3P3S4TeTi",
  "method": "ωB97M-V with the def2-TZVPD basis set",
  "molar_mass_g_mol": 1077.47,
  "homo_energy_ev": -10.0,
  "total_energy_ha": -5995.4372,
  "max_force_ha_per_bohr": 0.017,
  "gap_ev": 5.89,
  "total_charge": 1,
  "elements": ["C", "C", "H", "H", "H", "P", "H", "C", "H", "C", "C", "C", "C", "N", "C", "C", "H", "C", "H", "N", "O", "C", "Ti", "C", "H", "H", "S", "H", "H", "F", "H", "H", "C", "H", "C", "C", "C", "P", "Te", "H", "C", "C", "H", "H", "H", "O", "C", "C", "P", "F", "C", "H", "C", "C", "C", "C", "H", "C", "H", "H", "C", "H", "H", "H", "C", "H", "C", "S", "H", "H", "C", "F", "O", "H", "H", "C", "H", "H", "H", "H", "C", "C", "H", "C", "H", "H", "H", "S", "C", "H", "S", "C", "C", "C", "C", "C", "H", "C", "C", "H", "H", "H"],
  "coordinates": [[2.9711, 0.0752, 0.4544], [-5.8935, 0.9035, -2.3715], [3.7217, -4.8035, 1.7585], [3.5637, -0.2266, -1.5908], [4.7396, -3.5395, -3.5841], [2.7326, -3.7904, -0.5815], [2.2185, 7.3133, 0.1646], [-3.7286, 1.0114, -0.6150], [-3.1856, -0.3186, 2.8794], [-2.6650, -2.2513, 0.5375], [-4.1545, -2.8719, -1.2047], [3.8976, -0.0482, -0.5773], [5.2059, -3.2675, -1.5047], [-0.0397, 2.5298, 0.4596], [5.4182, -2.9538, -2.9637], [-3.5536, 0.5800, -1.9325], [-2.4550, -1.8782, 1.5254], [1.3342, 2.1615, -3.2787], [-3.9510, 0.4908, 5.0673], [-1.6017, -2.5801, -0.2075], [1.4110, -3.0260, -1.0111], [-6.0788, 1.3167, -1.0612], [0.4163, -2.6040, 0.5098], [-1.3025, 2.3395, -0.2318], [5.2493, -1.8944, -3.1602], [2.2596, -4.4516, 2.6823], [-1.4489, -4.2469, 2.9083], [-5.1538, 1.7080, 0.8345], [-0.3101, -1.1145, -2.0964], [-6.4558, -2.3817, -1.0582], [0.6554, 6.5402, -1.5970], [-4.0076, 2.9200, 5.5401], [5.2550, 0.0484, -0.3082], [-0.9186, -3.3632, -1.9975], [-3.6540, 1.2009, 4.3065], [-4.6260, 0.5395, -2.8091], [-2.8775, 3.0122, 2.3480], [1.1720, -0.0155, 0.1652], [2.8533, -6.0428, -0.9229], [-2.5677, 0.2738, -2.2737], [3.0904, -4.0027, 2.1412], [-3.0580, -3.2270, -1.9815], [2.6979, 5.8285, 2.0891], [1.7990, 3.0807, -3.6112], [-2.5753, 3.7381, 1.6022], [2.5081, -3.3210, 0.9912], [-3.2911, 3.4655, 3.5927], [-3.9619, -2.3896, 0.0735], [-2.2751, 0.9426, 0.4846], [-5.8825, -4.3514, -1.7462], [3.4246, 0.2759, 1.7587], [3.2003, -2.2268, 3.3414], [-1.8027, -3.0710, -1.4455], [3.8558, -3.0228, 2.9910], [-3.6842, 2.5628, 4.5711], [1.5672, 1.7021, -1.9934], [1.6404, 3.6469, 2.2733], [-2.8481, 1.6474, 2.0676], [-0.3574, 4.3170, -1.4718], [5.3183, -4.3328, -1.3038], [-5.5466, -3.0554, -1.7636], [-0.1337, 1.0446, 1.9519], [5.8828, -2.7062, -0.8621], [-3.3066, 4.5283, 3.7969], [1.7614, 6.3352, 0.2282], [-0.7165, -0.3000, -4.3835], [0.5044, 1.4481, -4.1364], [-0.2537, -3.0209, 4.0276], [6.4427, -3.2003, -3.2437], [2.2167, 2.2637, -1.3345], [-5.0015, 1.3754, -0.1849], [-5.6052, -2.6383, -3.0347], [3.8651, -2.8509, -1.1236], [-3.1812, -3.6205, -2.9804], [6.7579, 0.3566, 1.1916], [0.8855, 5.9008, -0.7538], [5.1194, 0.5463, 3.0376], [-4.4782, 0.2136, -3.8309], [1.4246, 1.8117, 1.7144], [-6.7341, 0.8600, -3.0517], [2.0332, 5.4988, 1.3008], [-0.0825, 0.2655, -3.7125], [4.2552, -3.5475, 3.8598], [0.5426, 1.4521, 1.1990], [5.9687, -0.0374, -1.1182], [-4.7955, -2.1053, 0.6992], [-1.1676, 2.0926, -1.2937], [0.2153, -1.5875, 2.6057], [-3.2274, 0.7497, 3.0663], [-1.8765, 3.2669, -0.1990], [-0.1513, -4.7513, 1.3974], [0.5754, 3.7944, 0.3974], [4.7802, 0.3806, 2.0231], [5.6987, 0.2687, 0.9878], [0.1492, -0.1935, -2.4233], [1.4435, 4.2480, 1.3961], [2.7146, 0.3551, 2.5746], [0.9642, 0.5228, -1.5527], [0.3023, 4.6442, -0.6791], [4.6840, -2.5780, 2.4381], [-7.0649, 1.6011, -0.7173], [0.3243, 1.8117, -5.1398]],
  "forces_ev_per_angstrom": [[0.0, 0.0, 0.0], [0.0, 0.0, 0.0], [0.0, 0.0, 0.0], [0.0, 0.0, 0.0], [0.0, 0.0, 0.0], [0.0, 0.0, 0.1], [0.0, 0.0, 0.0], [0.0, 0.0, 0.0], [0.0, 0.0, 0.0], [0.1, 0.0, 0.0], [0.0, 0.0, 0.0], [0.0, 0.0, 0.0], [0.0, 0.0, -0.1], [-0.1, 0.1, 0.1], [0.0, 0.0, 0.0], [0.0, 0.0, 0.0], [0.0, 0.0, 0.0], [0.0, 0.0, 0.0], [0.0, 0.0, 0.0], [0.1, 0.0, -0.2], [-0.2, 0.0, -0.3], [0.0, 0.0, 0.0], [0.0, -0.3, 0.8], [0.1, -0.1, -0.1], [0.0, 0.0, 0.0], [0.0, 0.0, 0.0], [0.0, 0.0, 0.0], [0.0, 0.0, 0.0], [0.0, 0.0, 0.0], [0.0, 0.0, 0.0], [0.0, 0.0, 0.0], [0.0, 0.0, 0.0], [0.0, 0.0, 0.0], [0.0, 0.0, 0.0], [0.0, 0.0, 0.0], [0.0, 0.0, 0.0], [0.0, 0.0, 0.0], [0.1, 0.0, -0.1], [0.0, 0.0, -0.1], [-0.1, 0.0, 0.0], [0.1, 0.0, 0.1], [-0.1, 0.0, 0.0], [0.0, 0.0, 0.0], [0.0, 0.0, 0.0], [0.0, 0.0, 0.1], [-0.1, 0.2, -0.3], [0.0, 0.0, 0.0], [0.0, 0.0, -0.1], [0.0, 0.0, 0.0], [0.0, 0.0, 0.0], [0.0, 0.0, 0.0], [0.0, 0.0, 0.0], [0.0, -0.1, 0.0], [0.0, 0.0, -0.1], [0.0, 0.0, 0.0], [0.0, 0.0, 0.0], [0.0, 0.0, 0.0], [0.0, 0.0, 0.0], [0.0, 0.0, 0.0], [0.0, 0.0, 0.0], [0.1, 0.0, 0.0], [-0.1, 0.0, 0.0], [0.0, 0.0, 0.0], [0.0, 0.0, 0.0], [0.0, 0.0, 0.0], [0.0, 0.0, 0.0], [0.0, 0.0, 0.0], [0.0, 0.0, 0.0], [0.0, 0.0, 0.0], [0.0, 0.0, 0.0], [0.0, 0.0, 0.0], [0.0, 0.0, 0.0], [0.0, -0.2, 0.0], [0.0, 0.0, 0.0], [0.0, 0.0, 0.0], [0.0, 0.0, 0.0], [0.0, 0.0, 0.0], [0.0, 0.0, 0.0], [0.0, 0.0, 0.0], [0.0, 0.0, 0.0], [0.0, 0.0, 0.0], [0.0, 0.0, 0.0], [0.0, 0.0, 0.0], [-0.1, 0.0, -0.1], [0.0, 0.0, 0.0], [0.0, 0.0, 0.0], [0.0, 0.0, 0.0], [0.0, 0.1, 0.0], [0.0, 0.0, 0.0], [0.0, 0.0, 0.0], [0.1, 0.2, -0.1], [0.0, 0.0, -0.1], [0.0, 0.0, 0.0], [0.0, 0.0, 0.0], [0.1, 0.0, 0.0], [0.0, 0.0, 0.0], [0.0, 0.0, 0.0], [0.0, 0.0, 0.0], [0.0, 0.0, 0.0], [0.0, 0.0, 0.0], [0.0, 0.0, 0.0], [0.0, 0.0, 0.0]]
}

***

# 3
{
  "formula": "C55H41FMnN12O3",
  "method": "ωB97M-V with the def2-TZVPD basis set",
  "multiplicity": 2,
  "molar_mass_g_mol": 991.95,
  "s2": 0.865,
  "homo_energy_ev": [-17.3, -17.3],
  "total_energy_ha": -4252.9132,
  "max_force_ha_per_bohr": 0.041,
  "gap_ev": [5.79, 5.77],
  "total_charge": 4,
  "elements": ["H", "N", "C", "H", "H", "N", "C", "C", "N", "H", "N", "C", "C", "C", "C", "C", "C", "C", "H", "N", "C", "C", "H", "C", "H", "H", "C", "H", "H", "Mn", "C", "C", "C", "C", "C", "H", "N", "H", "F", "C", "N", "C", "H", "H", "H", "C", "H", "C", "C", "C", "C", "N", "C", "C", "H", "C", "H", "H", "C", "H", "N", "C", "C", "H", "C", "N", "C", "H", "H", "H", "O", "H", "H", "C", "C", "C", "O", "C", "C", "H", "H", "C", "H", "C", "H", "C", "H", "O", "H", "N", "C", "C", "C", "C", "C", "C", "C", "H", "H", "H", "C", "H", "N", "C", "H", "H", "H", "H", "C", "C", "C", "H", "C"],
  "coordinates": [[-2.2549, -3.8444, 5.0918], [0.8836, 4.8743, -2.1074], [-1.2793, -3.6156, -4.9930], [-7.1602, -0.2817, 0.8465], [0.2627, -3.7225, -6.4746], [-1.1423, 0.6176, -3.1044], [1.8217, -6.0475, 0.3545], [-4.1101, 0.5019, -0.2902], [1.8680, -3.5027, 0.2234], [1.2926, 6.7783, -4.3191], [-0.2288, -4.0362, 4.5581], [-0.6815, -1.4645, 1.9218], [3.6574, 3.7255, 1.7969], [-0.7620, 3.4138, 0.5543], [0.6431, 3.7825, -6.7721], [-2.9714, 0.4029, -1.1895], [-5.8188, 1.1046, 1.7693], [-1.4398, -1.5788, -3.7952], [2.2830, 0.8864, -0.9228], [-0.9794, -6.0819, 6.2965], [-1.1744, -4.6714, 6.7567], [2.5911, -4.7571, 0.3992], [1.6314, -5.0265, 4.3648], [2.0835, -2.7809, -0.8708], [3.6680, -6.2068, -0.8850], [-5.6100, -0.8596, -1.0172], [0.8129, 7.0938, 1.7088], [1.0904, -1.4023, -6.0802], [4.4172, 4.4927, 1.8654], [-0.0787, 1.4855, -1.7388], [-0.2367, 4.6025, 1.2067], [0.2858, -6.2471, 5.4801], [-1.2726, -3.7355, 5.5544], [0.3874, 2.4579, -4.5599], [1.1453, 6.1298, -6.3826], [2.2786, -5.3931, -1.7122], [-2.0169, 1.3619, -0.8807], [0.7552, -5.9888, 0.1778], [-1.8328, -1.7733, 3.8985], [0.1006, 6.4152, 2.6912], [1.8748, 1.8139, -0.8611], [-0.3729, -1.0656, -4.5469], [-2.0919, -4.6067, 7.3379], [-1.6310, -4.6167, -5.2041], [1.2045, 8.0801, 1.9187], [3.1432, 3.1419, 2.9455], [1.3503, 7.1123, -6.7855], [-0.2117, 0.3294, -4.1082], [0.7208, 4.1424, -3.1941], [0.2659, -1.8496, 0.9612], [0.9058, 5.0730, -7.2491], [-1.7529, 2.7312, 1.0752], [0.5152, -1.0576, -0.2169], [0.7774, -3.7626, 2.3703], [-1.2669, -0.5658, 1.7755], [0.2635, -1.8066, -5.5135], [-2.7729, -3.2432, -3.4717], [-6.5117, 1.3339, 2.5677], [1.1216, 5.9522, -4.9961], [3.4220, -4.6659, 1.0879], [0.4272, 2.8156, -3.2113], [-6.1858, 0.1855, 0.7958], [2.2667, 2.3089, 0.4520], [2.1191, -6.8456, 1.0207], [0.8596, 4.6796, -4.5311], [-2.8477, -0.5794, -2.0379], [0.9704, -3.0505, 1.1863], [1.0250, -6.7921, 6.0640], [2.3816, 2.3539, -1.5612], [1.7875, 1.6765, 3.7345], [-0.0685, 0.0702, -0.3631], [0.0407, -6.8321, 4.5968], [0.9187, 5.2452, -8.3169], [-1.8556, -0.5185, -2.9021], [-5.3263, -0.1437, -0.2575], [-0.4517, 5.1561, 2.4521], [2.4456, -1.4193, -3.2608], [1.7461, 1.7193, 1.5977], [2.7328, -5.6777, -0.7723], [1.3298, -4.6791, 2.4936], [-1.7869, -6.3535, 5.7337], [0.6270, 3.6115, -5.4066], [3.4983, 3.4548, 3.9183], [0.4287, 4.4536, -0.9669], [2.8058, -3.1599, -1.5823], [-0.8786, -2.1973, 3.0523], [0.4569, 2.9593, -7.4488], [1.1853, 0.2814, -2.6074], [3.6363, 3.7626, -0.3486], [-0.2996, 3.2906, -0.7326], [-4.5788, 1.7493, 1.7308], [1.4501, -1.5874, -1.1355], [-0.1107, -3.3527, 3.3681], [-1.9217, -2.8589, -4.0178], [0.8366, -4.8786, 5.0861], [0.4916, 5.2770, 0.2290], [-2.4191, 1.9053, 0.3059], [-0.3479, -4.4148, 7.4141], [-4.2886, 2.4733, 2.4803], [1.5477, 7.0657, -0.3315], [1.0141, 6.5351, 0.4458], [1.0070, 0.9334, 1.5153], [0.2178, 1.2436, -4.9605], [-0.2077, -3.1055, -5.7206], [-0.0479, 6.8860, 3.6538], [-0.9668, -6.7143, 7.0990], [-1.0227, 4.6352, 3.2089], [-1.2010, -2.7158, 5.9356], [3.2192, 3.3119, 0.5469], [2.1871, 2.1407, 2.8422], [-3.7447, 1.4326, 0.6805], [1.2995, -4.3919, 5.9488], [1.7365, -0.9235, -2.4292]],
  "forces_ev_per_angstrom": [[0.0, 0.0, 0.0], [0.2, 0.2, -0.1], [0.0, -0.1, 0.0], [0.0, 0.0, 0.0], [0.0, 0.0, 0.0], [0.7, -0.1, -0.2], [-0.1, 0.0, 0.0], [-0.1, 0.2, 0.3], [0.0, 0.0, -0.2], [0.0, 0.0, 0.0], [-0.1, -0.1, 0.2], [0.0, 0.0, 0.0], [0.0, 0.0, 0.0], [-0.4, 0.0, -0.2], [0.0, -0.2, 0.0], [0.2, 0.0, 0.0], [0.0, 0.0, 0.0], [0.3, -0.1, -0.3], [-0.1, -0.1, -0.2], [-0.1, 0.0, 0.0], [0.0, 0.4, 0.0], [0.1, -0.1, 0.1], [0.0, 0.0, 0.0], [0.0, -0.1, 0.0], [0.0, 0.0, 0.1], [0.0, 0.0, 0.0], [0.0, 0.0, 0.0], [0.0, 0.0, 0.0], [0.0, 0.0, 0.0], [-0.1, 0.7, 1.8], [0.3, 0.2, -0.1], [0.4, 0.1, -0.3], [0.0, 0.0, -0.1], [0.0, -0.1, 0.3], [0.0, 0.0, -0.1], [-0.1, 0.0, 0.0], [-0.1, 0.1, -0.2], [0.0, 0.0, -0.1], [0.1, 0.0, 0.1], [0.0, 0.1, 0.0], [0.6, 0.0, 0.4], [-0.1, 0.0, 0.6], [0.0, -0.1, 0.0], [0.0, 0.0, 0.0], [0.0, 0.0, 0.0], [0.0, 0.0, 0.0], [0.0, 0.0, 0.0], [-0.8, -0.5, -1.9], [0.0, -0.2, 0.3], [0.1, -0.1, 0.0], [0.0, 0.0, 0.0], [0.1, 0.0, 0.3], [0.4, -0.2, -0.3], [0.0, -0.1, 0.1], [0.0, 0.0, 0.0], [0.0, 0.1, -0.1], [0.0, 0.0, 0.0], [0.0, 0.0, 0.0], [0.0, -0.1, 0.2], [0.0, 0.0, 0.0], [-0.1, -0.2, -0.3], [0.0, 0.0, 0.0], [-0.2, 0.1, 0.2], [0.1, 0.0, 0.0], [0.0, -0.1, -0.4], [-0.1, -0.3, -0.1], [-0.2, 0.3, 0.1], [-0.1, 0.0, 0.1], [-0.1, 0.0, -0.1], [0.0, 0.0, 0.0], [-0.2, -0.2, 0.6], [-0.1, 0.0, 0.1], [0.0, 0.0, 0.0], [-0.3, 0.3, 0.1], [0.1, 0.0, -0.1], [-0.1, -0.2, 0.0], [-0.1, 0.1, -0.2], [-0.1, -0.1, -0.1], [0.0, 0.0, -0.1], [0.0, 0.0, 0.0], [0.0, -0.1, 0.0], [0.1, 0.4, 0.1], [0.0, 0.0, 0.0], [-0.2, -0.2, -0.2], [0.0, -0.1, 0.0], [0.0, 0.1, -0.1], [0.0, 0.0, 0.0], [-0.1, 0.4, -0.8], [0.0, 0.0, 0.0], [0.3, -0.1, 0.1], [0.2, 0.1, 0.0], [-0.4, 0.4, 0.0], [0.1, 0.0, -0.2], [-0.1, 0.2, 0.1], [-0.1, 0.0, 0.1], [-0.1, -0.1, 0.3], [0.2, 0.1, -0.2], [0.0, -0.1, 0.0], [0.0, 0.0, 0.0], [0.0, 0.0, 0.0], [0.0, -0.1, -0.2], [0.0, 0.0, 0.0], [0.3, -0.1, 0.1], [0.0, 0.1, 0.0], [0.0, 0.0, 0.0], [0.0, 0.0, 0.0], [0.0, 0.0, 0.0], [0.0, 0.0, 0.0], [-0.1, 0.1, -0.1], [0.0, 0.0, 0.0], [-0.2, -0.3, -0.1], [0.1, 0.0, 0.0], [0.2, -0.3, 0.4]]
}